1.
62
Properties=species:S:1:pos:R:3:forces:R:3:mulliken_spin:R:1 method="wB97M-V/def2-TZVPD" gap_ev="7.08 / 7.08" multiplicity=2 largest_force_ev_per_a=0.29 lumo_ev="-0.22 / -0.21"
Cu -0.3417 -0.8466 -0.0885 0.041 -0.035 0.089 0.74
C 0.7495 -0.3562 -7.4636 0.003 -0.001 0.010 0.00
C 1.9477 -0.1235 -6.5507 -0.019 0.016 -0.032 0.00
C 2.8233 1.0443 -6.9806 -0.007 0.037 0.035 0.00
C 2.0599 2.3580 -6.8740 0.001 -0.037 0.013 0.00
C 1.4453 2.5067 -5.5057 0.030 0.014 -0.066 0.00
C 1.1329 3.7483 -5.0025 -0.003 0.004 -0.004 0.00
C 0.5725 3.8731 -3.7339 0.006 0.011 -0.021 0.00
F 0.2818 5.1104 -3.2910 0.008 0.000 -0.009 0.00
C 0.3253 2.7932 -2.9409 -0.025 -0.019 0.063 0.00
C 0.6380 1.5172 -3.4286 -0.004 -0.026 0.005 0.01
C 0.3835 0.3515 -2.5804 0.025 -0.053 -0.011 -0.01
O -0.0899 0.5539 -1.4329 0.042 -0.074 -0.013 0.06
C 0.7156 -0.9156 -3.1298 -0.094 -0.015 0.084 -0.02
C 1.2492 -0.9660 -4.3866 0.022 0.076 -0.052 -0.01
N 1.4918 0.0967 -5.1647 -0.004 -0.031 0.025 0.00
C 1.1892 1.3722 -4.7071 0.005 -0.016 -0.015 0.00
C 0.4860 -2.2651 -2.4582 0.113 0.019 0.071 0.02
O 0.9638 -3.2460 -3.0123 -0.065 -0.022 -0.039 0.01
O -0.2057 -2.2797 -1.3826 -0.025 0.094 -0.001 0.07
H 1.0841 -0.5122 -8.4900 -0.005 0.004 0.006 0.00
H 0.0661 0.4936 -7.4454 0.000 -0.007 -0.004 0.00
H 0.1949 -1.2394 -7.1458 0.000 0.008 -0.003 0.00
H 2.5546 -1.0285 -6.5240 0.011 -0.011 0.025 0.00
H 3.1644 0.8740 -8.0017 0.005 0.005 -0.007 0.00
H 3.7069 1.0800 -6.3386 0.001 -0.010 -0.009 0.00
H 1.2768 2.3977 -7.6360 -0.002 0.012 0.004 0.00
H 2.7232 3.2013 -7.0678 0.000 0.006 -0.001 0.00
H 1.3249 4.6417 -5.5839 -0.003 -0.006 0.004 0.00
H -0.1013 2.8931 -1.9527 0.006 0.005 -0.008 0.00
H 1.4939 -1.9419 -4.7891 0.005 0.001 -0.008 0.00
Br -1.8771 -4.6267 2.6472 0.029 0.018 0.015 0.00
C -0.0900 -4.1996 2.1933 -0.009 -0.018 0.002 0.01
C 0.9187 -5.1352 2.4736 -0.031 0.014 -0.004 0.00
C 2.2151 -4.8835 2.1358 0.009 -0.053 0.028 0.00
Br 3.5384 -6.1834 2.5404 -0.004 0.014 -0.009 0.00
C 2.5700 -3.6731 1.4952 -0.015 0.078 -0.032 0.00
C 3.8765 -3.3240 1.0879 -0.014 -0.025 0.012 0.00
C 4.1025 -2.1230 0.4797 0.037 0.023 -0.009 0.00
C 3.0202 -1.2502 0.2735 -0.073 -0.031 0.022 0.00
N 1.7959 -1.5426 0.6360 0.064 0.094 -0.054 0.00
C 1.5462 -2.7350 1.2320 0.022 -0.021 -0.014 -0.01
C 0.1636 -2.9862 1.5737 -0.065 0.022 -0.018 0.01
O -0.7478 -2.0973 1.3348 0.107 -0.115 -0.061 0.08
H 0.6525 -6.0652 2.9562 -0.001 0.002 -0.002 0.00
H 4.6858 -4.0210 1.2574 0.005 0.001 0.007 0.00
H 5.0940 -1.8383 0.1551 -0.008 -0.003 0.001 0.00
H 3.1682 -0.2869 -0.2040 0.007 -0.005 -0.003 0.00
O -0.8768 0.6922 1.1009 -0.068 0.046 -0.282 0.04
S -1.0685 0.8834 2.5844 0.072 -0.098 0.218 0.01
C 0.4238 0.3153 3.4344 0.024 0.153 0.030 0.00
C -0.0877 -0.2734 4.7396 0.028 -0.079 -0.028 0.00
C -1.2418 -1.1947 4.3402 -0.004 -0.035 -0.027 0.00
C -2.0844 -0.4564 3.2997 -0.183 0.143 0.045 0.00
H 1.0913 1.1670 3.5575 0.009 -0.020 -0.019 0.00
H 0.8847 -0.4264 2.7810 -0.035 -0.045 0.004 0.00
H -0.4284 0.5247 5.4051 -0.016 -0.012 -0.002 0.00
H 0.7027 -0.8164 5.2576 0.009 0.014 0.006 0.00
H -1.8482 -1.4928 5.1948 0.003 0.020 0.010 0.00
H -0.8403 -2.1002 3.8897 0.001 -0.013 -0.003 0.00
H -2.9431 0.0530 3.7383 -0.008 -0.043 0.022 0.00
H -2.4091 -1.0914 2.4776 0.042 0.024 0.016 0.00

---

2.
64
Properties=species:S:1:pos:R:3:forces:R:3:mulliken_spin:R:1 method="wB97M-V/def2-TZVPD" gap_ev="6.97 / 6.51" total_charge=+2 multiplicity=2 largest_force_ev_per_a=0.46 lumo_ev="-6.49 / -7.01"
Re -0.2495 -0.2174 0.9583 0.042 0.372 -0.113 0.86
C -1.0165 2.4126 6.0756 -0.005 -0.009 -0.013 0.00
S 0.1743 2.7408 4.7647 0.016 -0.011 -0.020 0.01
C -0.3398 1.6482 3.5427 -0.072 0.066 0.073 0.01
S 0.5520 1.7691 2.0407 -0.236 -0.261 -0.008 0.03
N -1.3235 0.8329 3.7200 0.038 0.041 -0.089 0.00
N -1.5785 0.0540 2.6088 0.039 0.077 0.068 0.00
C -2.6292 -0.6816 2.7184 0.046 -0.012 0.022 0.01
C -2.9371 -1.5241 1.5956 -0.040 -0.007 -0.087 -0.01
C -4.1119 -2.2467 1.4691 0.012 -0.010 -0.029 0.00
C -4.3370 -2.9423 0.2933 -0.030 -0.015 0.000 0.00
C -3.3858 -2.8824 -0.7135 0.019 0.018 0.014 0.00
C -2.2246 -2.1560 -0.5146 -0.007 -0.024 0.023 -0.01
N -1.9925 -1.4960 0.6280 0.140 -0.050 0.209 0.00
H -0.7335 3.0748 6.8911 -0.002 -0.005 0.002 0.00
H -2.0225 2.6468 5.7398 -0.004 0.000 0.002 0.00
H -0.9505 1.3770 6.3959 0.002 0.000 0.007 0.00
H -3.2360 -0.6301 3.6134 0.012 0.011 0.007 0.00
H -4.8331 -2.2500 2.2747 0.015 0.015 0.010 0.00
H -5.2447 -3.5156 0.1623 0.007 -0.002 -0.005 0.00
H -3.5263 -3.4057 -1.6485 0.009 0.002 0.000 0.00
H -1.4476 -2.1144 -1.2626 0.020 0.000 -0.014 0.00
Cl 4.7869 -5.5949 0.4545 0.079 -0.073 0.022 0.00
C 3.5158 -4.4505 0.3152 -0.097 0.093 -0.020 0.00
C 2.9382 -4.2156 -0.9386 0.021 -0.006 0.054 0.00
C 1.9170 -3.3034 -1.0835 0.008 0.066 0.105 -0.01
Cl 1.2171 -3.0239 -2.6328 -0.031 0.007 -0.062 0.00
C 1.4241 -2.5768 0.0159 0.206 -0.069 0.127 0.04
O 0.4135 -1.7596 -0.1723 -0.368 0.269 0.089 0.02
C 2.0278 -2.8202 1.2734 -0.231 0.129 -0.040 -0.01
C 1.5906 -2.1505 2.4613 0.118 -0.083 -0.041 0.00
O 0.7727 -1.2195 2.5347 -0.137 -0.169 -0.219 0.00
C 3.0590 -3.7651 1.4119 0.084 -0.055 -0.022 0.00
H 3.2961 -4.7584 -1.8034 -0.001 0.000 -0.001 0.00
H 2.0278 -2.4764 3.4096 0.016 -0.031 0.002 0.00
H 3.4908 -3.9360 2.3899 0.033 -0.049 -0.020 0.00
O 3.8055 2.5520 -3.9641 0.007 0.000 -0.003 0.00
C 4.4176 1.8941 -2.8837 -0.018 -0.006 0.006 0.00
C 3.3495 1.4366 -1.9338 0.034 -0.009 0.005 0.00
C 3.6793 0.7410 -0.7730 -0.014 0.010 -0.022 0.00
C 2.6763 0.3400 0.0768 -0.009 0.042 -0.018 0.00
N 1.3822 0.5842 -0.1791 0.151 -0.056 -0.067 -0.02
C 1.0494 1.2771 -1.2848 -0.045 -0.039 -0.003 0.05
C 2.0114 1.7096 -2.1785 -0.003 0.003 -0.006 0.00
C -0.3917 1.5617 -1.4385 0.052 0.000 0.024 0.00
C -0.8962 2.3929 -2.4198 -0.017 -0.009 -0.010 -0.01
C -2.2521 2.6868 -2.4445 0.010 0.010 -0.007 0.02
C -2.8150 3.6361 -3.4736 0.013 0.017 0.006 0.00
O -1.8799 3.9484 -4.4745 0.028 -0.047 0.019 0.00
C -3.0611 2.1263 -1.4591 0.002 -0.001 0.004 -0.01
C -2.4994 1.2966 -0.5181 -0.038 0.000 -0.017 0.03
N -1.1899 1.0018 -0.5033 0.179 -0.143 0.042 -0.04
H 4.4781 2.8913 -4.5632 -0.002 -0.002 0.002 0.00
H 5.1042 2.5511 -2.3373 0.000 0.004 0.001 0.00
H 4.9894 1.0165 -3.2078 0.001 -0.001 -0.003 0.00
H 4.7089 0.5206 -0.5236 -0.006 0.000 0.004 0.00
H 2.8954 -0.1713 1.0020 -0.007 -0.013 0.018 0.00
H 1.7472 2.2603 -3.0679 -0.012 -0.005 0.006 0.00
H -0.2540 2.8413 -3.1628 -0.003 0.000 0.000 0.00
H -3.0753 4.5631 -2.9531 -0.024 0.004 -0.005 0.00
H -3.7455 3.2298 -3.8773 0.006 -0.021 -0.006 0.00
H -2.0927 3.4821 -5.2884 -0.023 0.037 -0.007 0.00
H -4.1220 2.3355 -1.4182 0.002 -0.001 0.004 0.00
H -3.1026 0.8512 0.2604 0.010 -0.003 0.001 0.00

---

3.
61
Properties=species:S:1:pos:R:3:forces:R:3:mulliken_charge:R:1 method="wB97M-V/def2-TZVPD" gap_ev="3.55 / 3.49" total_charge=+2 largest_force_ev_per_a=2.71 lumo_ev="-9.05 / -9.13"
Os -0.4046 -1.5488 1.7233 -0.799 0.261 -2.572 1.64
C -1.6480 0.1521 4.7039 -0.227 -0.048 0.160 -0.98
O -0.6608 0.1595 3.6602 0.222 0.115 0.106 -0.30
C -0.3841 1.3442 3.0751 -0.022 -0.159 -0.124 1.08
C -0.7786 2.5838 3.5614 -0.188 0.122 0.090 -0.73
C -0.3481 3.7366 2.9310 -0.058 -0.108 0.105 -0.75
C 0.4462 3.6783 1.7850 0.103 -0.133 -0.162 -0.94
C 0.8120 2.4572 1.2725 0.111 0.132 -0.004 -0.39
C 0.4064 1.2800 1.9119 0.416 0.022 -0.007 0.49
N 0.7648 0.0162 1.4139 -0.406 -0.769 1.242 0.03
N 1.7823 0.0009 0.6211 0.266 0.771 -0.603 -0.34
C 2.4010 -1.0230 0.0745 -0.503 -0.077 0.452 0.14
C 2.1059 -2.4134 0.4175 0.678 0.150 -0.428 1.24
O 1.1410 -2.7177 1.1980 -1.465 0.648 0.200 -0.70
C 2.9305 -3.4311 -0.1129 -0.081 -0.276 0.250 -0.94
C 3.9348 -3.1293 -0.9759 -0.039 0.021 0.007 -0.69
C 4.2392 -1.7902 -1.3729 -0.059 0.245 0.023 0.56
C 5.2817 -1.5191 -2.2646 0.006 -0.142 0.041 -0.92
C 5.5893 -0.2187 -2.6049 -0.013 0.030 -0.002 -0.55
C 4.8512 0.8364 -2.0668 0.008 -0.012 0.001 -0.89
C 3.8060 0.5912 -1.2021 -0.113 -0.074 0.091 -0.18
C 3.4823 -0.7221 -0.8368 0.229 0.031 -0.189 0.72
H -1.3166 0.7570 5.5465 0.060 -0.008 -0.047 0.41
H -1.7440 -0.8795 5.0281 0.028 -0.002 -0.046 0.21
H -2.6027 0.5105 4.3195 0.030 0.008 -0.013 0.43
H -1.4011 2.6580 4.4407 0.043 -0.005 0.006 0.47
H -0.6287 4.6971 3.3410 -0.028 -0.004 -0.001 0.46
H 0.7715 4.5881 1.3012 -0.054 -0.001 -0.034 0.46
H 1.3892 2.3743 0.3651 0.035 0.062 0.003 0.49
H 2.7384 -4.4529 0.1844 -0.067 0.016 -0.013 0.47
H 4.5367 -3.9302 -1.3886 -0.002 -0.015 0.010 0.45
H 5.8508 -2.3422 -2.6771 0.008 0.002 0.005 0.45
H 6.4051 -0.0147 -3.2845 -0.001 -0.009 -0.005 0.43
H 5.1072 1.8552 -2.3232 -0.030 -0.001 -0.027 0.45
H 3.2339 1.4098 -0.7941 0.015 0.040 0.012 0.47
Cl -1.1454 -3.4231 3.3965 0.462 0.377 0.374 0.00
C -1.9012 -4.4393 2.1474 -0.074 -0.176 -0.144 -0.28
Cl -1.8565 -3.5054 0.6381 -0.032 0.101 0.178 0.03
H -2.9305 -4.6368 2.4260 0.015 0.045 0.059 0.38
H -1.3188 -5.3455 2.0264 0.026 0.022 0.036 0.38
C -4.3350 -0.0588 -2.5842 0.067 -0.086 0.062 -1.61
C -2.9849 0.5689 -2.7954 -0.056 0.422 0.459 1.25
C -2.2618 0.2582 -3.9380 0.264 0.000 -0.204 -0.78
C -1.0493 0.8689 -4.2252 -0.333 0.266 0.544 0.10
Cl -0.1801 0.4293 -5.6346 0.212 -0.115 -0.304 -0.20
C -0.5647 1.8765 -3.3924 0.081 -0.244 -0.380 -0.72
C -1.2758 2.2084 -2.2645 -0.322 -0.290 0.603 -0.31
C -2.4404 1.5167 -1.9122 0.528 -0.220 -1.100 0.10
O -3.0047 1.9028 -0.7294 -0.553 0.118 0.630 -0.59
C -3.4456 0.9557 0.2146 0.573 -0.093 -0.266 -0.86
C -2.3229 -0.0212 0.6027 -0.978 0.999 -0.484 1.10
O -2.3198 -0.5121 1.7682 0.766 -0.914 0.508 -0.92
O -1.4249 -0.3060 -0.2064 1.377 -0.995 0.902 -0.72
H -4.7347 -0.4015 -3.5360 -0.033 0.001 0.009 0.49
H -5.0422 0.6528 -2.1581 -0.024 -0.013 -0.023 0.35
H -4.2759 -0.9321 -1.9271 -0.066 0.005 0.006 0.27
H -2.6647 -0.4634 -4.6372 0.005 -0.012 -0.003 0.46
H 0.3625 2.3766 -3.6370 -0.046 0.064 -0.038 0.48
H -0.9327 2.9820 -1.5890 0.037 0.023 -0.029 0.59
H -4.3041 0.3679 -0.1173 0.008 -0.040 0.009 0.31
H -3.7361 1.5272 1.0928 -0.006 -0.076 0.071 0.47

---

4.
61
Properties=species:S:1:pos:R:3:forces:R:3:mulliken_spin:R:1 method="wB97M-V/def2-TZVPD" gap_ev="3.96 / 5.57" total_charge=-2 multiplicity=2 largest_force_ev_per_a=2.59 lumo_ev="4.25 / 4.23"
Ru 0.4695 2.6923 -0.4382 1.255 0.754 -0.093 0.01
S 1.1789 9.3327 -3.6144 0.010 0.173 -0.062 0.00
C 0.9826 7.8336 -2.9171 -0.044 -0.198 0.057 0.00
S 0.9286 6.3652 -3.8004 0.068 -0.016 0.066 0.00
C 0.7247 5.2545 -2.4597 0.134 -0.036 -0.670 0.00
C 0.6570 5.8269 -1.2510 0.000 0.236 0.500 0.00
S 0.4438 4.9865 0.2452 -0.455 -0.025 0.211 0.00
S 0.8119 7.5701 -1.2294 -0.006 -0.017 -0.072 0.00
S 0.6310 3.5465 -2.7621 0.379 -0.555 1.144 0.00
C -3.4322 -3.5948 1.0107 -0.007 0.053 -0.016 0.00
C -2.9013 -3.5764 -0.4206 0.040 -0.003 0.065 0.02
C -2.1572 -4.8740 -0.7057 0.032 0.003 -0.145 0.01
C -1.6490 -4.8903 -2.1379 0.059 0.119 0.039 -0.01
C -0.7759 -3.6830 -2.3637 -0.037 -0.003 -0.011 -0.01
C 0.2790 -3.7419 -3.3110 -0.033 -0.096 -0.001 0.31
C 1.0831 -2.6335 -3.4618 -0.098 0.002 0.120 -0.15
F 2.1025 -2.7020 -4.3705 0.013 0.011 -0.022 0.00
C 0.9154 -1.4750 -2.7436 0.107 -0.038 -0.030 0.28
C -0.1420 -1.3941 -1.7958 -0.008 0.148 0.069 -0.10
C -0.3508 -0.1871 -1.0695 0.083 0.004 -0.066 0.24
O 0.5324 0.7508 -1.1897 -0.184 -0.086 -0.149 0.11
C -1.5560 -0.1099 -0.2782 0.090 0.203 0.060 -0.08
C -2.3148 -1.2167 -0.1202 0.045 -0.143 -0.075 0.18
N -2.0073 -2.4470 -0.6575 0.101 0.119 0.070 -0.08
C -0.9787 -2.5346 -1.6175 -0.021 -0.081 -0.116 0.13
C -2.0844 1.1356 0.4034 -0.107 0.072 0.100 -0.01
O -3.0097 1.0009 1.2100 0.074 0.138 -0.103 0.00
O -1.5738 2.2785 0.0827 0.576 -0.446 0.335 0.00
H -3.9200 -4.5555 1.1925 -0.017 0.034 0.014 0.00
H -4.1572 -2.8052 1.2039 0.034 -0.030 0.020 0.00
H -2.6059 -3.4794 1.7165 -0.029 -0.008 -0.022 0.00
H -3.7558 -3.5089 -1.1120 -0.021 -0.042 -0.025 -0.01
H -2.8206 -5.7191 -0.5057 -0.020 0.015 0.018 0.00
H -1.3037 -4.9359 -0.0210 -0.047 -0.044 0.021 0.00
H -2.5013 -4.8932 -2.8299 0.009 -0.056 0.002 0.00
H -1.0764 -5.8019 -2.3334 -0.006 0.009 -0.001 0.00
H 0.4510 -4.6380 -3.8954 0.020 0.035 0.029 0.04
H 1.5558 -0.6171 -2.8913 -0.026 -0.024 0.013 0.06
H -3.2127 -1.1366 0.4695 0.016 -0.024 0.054 0.05
C 3.7568 1.8359 2.2401 -0.049 -0.017 -0.069 0.00
C 2.2837 2.1169 1.8985 0.144 0.522 0.180 0.00
C 1.8456 3.3399 2.7114 -0.048 -0.151 -0.061 0.00
C 2.1160 2.3324 0.4022 -2.125 -0.291 -1.458 -0.01
C 1.4279 0.8828 2.2148 0.181 -0.128 0.075 -0.01
C 0.2663 0.9522 2.9762 -0.078 -0.003 0.136 0.00
C -0.4611 -0.1933 3.2843 0.005 -0.018 -0.070 0.00
C -0.0488 -1.4336 2.8249 0.013 0.089 -0.023 0.00
C 1.0836 -1.5141 2.0233 0.029 0.097 0.000 0.00
C 1.8055 -0.3697 1.7223 0.029 -0.099 -0.015 0.02
H 4.3654 2.6996 1.9592 -0.007 -0.023 0.034 0.00
H 4.1355 0.9662 1.7010 0.016 0.040 0.018 0.00
H 3.8710 1.6542 3.3128 0.023 0.005 -0.021 0.00
H 2.4947 4.1833 2.4778 -0.020 0.015 -0.006 0.00
H 1.8984 3.1288 3.7840 0.012 0.009 -0.003 0.00
H 0.8306 3.6353 2.4551 -0.015 0.047 0.095 0.00
H 2.8757 1.8053 -0.1875 0.003 -0.237 -0.018 0.01
H -0.0954 1.9037 3.3437 0.022 -0.026 -0.057 0.00
H -1.3702 -0.1016 3.8649 -0.011 0.008 -0.017 0.00
H -0.6155 -2.3242 3.0670 -0.029 -0.015 -0.025 0.00
H 1.4034 -2.4670 1.6188 -0.022 -0.005 -0.025 0.00
H 2.6705 -0.4560 1.0750 -0.054 0.025 0.003 0.00